{"formula": "C3H10S3", "method": "the ωB97M-V functional and the def2-TZVPD basis", "symbols": ["C", "C", "S", "H", "H", "H", "H", "H", "H", "C", "S", "S", "H", "H", "H", "H"], "xyz": [[0.8780, -2.1005, 0.6354], [-0.2075, -2.0214, -0.4136], [-1.5408, -3.2855, -0.0497], [1.4159, -3.0382, 0.7189], [1.4944, -1.2012, 0.5476], [0.3085, -2.0417, 1.5668], [0.1640, -2.1442, -1.4276], [-0.6646, -1.0332, -0.4010], [-1.1638, -3.9968, -1.1271], [-0.5677, 3.3328, 0.6061], [0.0417, 1.6386, 0.2614], [0.7253, 1.8382, -1.6429], [-0.9038, 3.9277, -0.2332], [-1.2830, 3.1619, 1.4168], [0.2624, 3.8040, 1.1350], [1.0410, 3.1596, -1.5930]], "mulliken_charge": [-0.8795, -0.2906, -0.2299, 0.3252, 0.2164, 0.2902, 0.3529, 0.0799, 0.1343, -1.0038, 0.0371, -0.1847, 0.3454, 0.2996, 0.3590, 0.1486], "max_force_ev_per_a": 1.8, "homo_lumo_gap_ev": 8.8, "smiles": "CCS.CSS", "homo_ev": -8.34, "relative_energy_ev": 0.702}



{"formula": "C2H8S", "method": "the ωB97M-V functional and the def2-TZVPD basis", "symbols": ["S", "H", "H", "C", "C", "H", "H", "H", "H", "H", "H"], "xyz": [[-3.8340, -5.8245, 1.2561], [-4.8333, -4.9878, 1.7183], [-3.4741, -5.3999, 2.5626], [1.9708, 1.3898, -0.6333], [1.0843, 2.6498, -0.9498], [2.0578, 1.4602, 0.5176], [1.3396, 0.4626, -0.5980], [3.0177, 1.3920, -0.9366], [0.0101, 2.5381, -0.6459], [1.3488, 2.7351, -2.0060], [1.3122, 3.5846, -0.2849]], "mulliken_spin": [1.0426, -0.0207, -0.0218, 0.0000, 0.0000, 0.0000, 0.0000, 0.0000, 0.0000, 0.0000, 0.0000], "max_force_ev_per_a": 5.2, "s2": 0.75, "homo_lumo_gap_ev": [6.5, 1.5], "multiplicity": 2, "homo_ev": [-12.45, -12.45], "charge": 1, "relative_energy_ev": 2.340}



{"formula": "C4H3CoFO6", "method": "the ωB97M-V functional and the def2-TZVPD basis", "symbols": ["C", "C", "O", "C", "O", "O", "O", "F", "H", "H", "O", "C", "O", "Co", "H"], "xyz": [[-0.8694, 0.8713, -0.5141], [-0.7890, -0.5178, -1.1476], [0.4200, -0.8322, -1.8595], [1.5339, -1.0935, -1.2568], [1.9109, -0.7411, -0.1394], [2.3853, -1.7274, -1.9907], [0.2322, 1.4868, -0.3292], [-1.7440, 1.6060, -1.2523], [-1.5998, -0.6887, -1.8603], [-0.8864, -1.2337, -0.3169], [-1.1465, 0.2606, 3.6664], [-0.4961, 0.4811, 2.7056], [0.6977, 0.5774, 2.3987], [1.6279, 0.9231, 0.8145], [-1.2769, 0.6281, 1.0817]], "mulliken_spin": [-0.0130, 0.0100, 0.0171, -0.0161, 0.1043, 0.9362, 0.0934, 0.0043, 0.0001, -0.0012, 0.0282, 0.0073, 0.0515, 2.7547, 0.0232], "max_force_ev_per_a": 3.0, "s2": 6.01, "homo_lumo_gap_ev": [8.5, 6.1], "multiplicity": 5, "homo_ev": [-14.38, -14.34], "charge": 1}